(1)
The following is a DFT calculation (ωB97M-V/def2-TZVPD) of C4H12N3 as an isolated structure.

Geometry (Å):
C: -2.72495 0.06880 0.31229
C: 2.26447 -0.34409 0.09703
C: 0.91156 1.84754 -0.31061
C: -0.13611 -1.64485 -0.10363
N: -1.63744 0.71741 -0.05739
N: 1.00803 0.42432 -0.21171
N: -0.07003 -0.23275 -0.25327
H: -3.19016 -0.50306 -0.50133
H: -3.33520 0.90837 0.37790
H: -2.95475 -0.51625 1.31320
H: 3.06569 0.50204 0.12972
H: 2.19757 -0.80088 1.03348
H: 2.44760 -1.07503 -0.64866
H: 0.21257 2.19844 0.37657
H: 1.88141 2.40467 -0.19514
H: 0.70935 2.21707 -1.32734
H: -0.21648 -2.05427 1.08649
H: 0.66900 -2.29258 -0.58811
H: -1.10214 -1.82492 -0.52948

* LUMO energy (alpha / beta): -4.77 / -5.50 eV
* energy above the lowest of the compared OMol25 structures with the same formula, charge and spin: 801.00 kJ/mol
* total charge: +1
* DFT total energy: -323.373182 Ha
* HOMO (alpha / beta): -0.52632 / -0.45820 hartree

Results of the natural (NBO) charge analysis, in e, for atoms 1 through 5: number 1, C, carries -0.57; number 2, C, carries -0.42; number 3, C, carries -0.45; number 4, C, carries -0.49; number 5, N, carries -0.05

=====

(2)
The following is a DFT calculation (ωB97M-V/def2-TZVPD) of one molecule with the formula C21H24N2O3.

Geometry (Å):
C: -8.23230 -2.39111 -0.14364
H: -7.96923 -2.79737 0.77552
O: -7.73349 -0.95047 -0.34678
C: -6.54207 -0.75035 -0.11414
C: -5.56728 -1.79972 0.09598
C: -4.36371 -1.25365 0.51584
C: -4.07088 0.05728 0.51778
C: -5.01718 1.10454 -0.11084
C: -6.33294 0.66487 -0.29600
H: -7.03192 1.27933 -0.47061
H: -4.84713 2.33667 -0.06599
C: -2.68474 0.67810 0.50000
O: -1.72770 -0.39948 0.87030
C: -2.20570 2.12789 0.40847
C: -0.73193 2.22458 0.38840
H: -0.45811 1.74791 1.57062
C: 0.01468 1.43528 -0.62009
O: -0.62760 1.34914 -1.64924
N: 1.38941 1.39260 -0.56984
C: 1.99625 1.49093 0.84475
H: 1.67307 0.67979 1.36872
C: 3.40645 1.40193 0.62043
N: 3.81646 0.11344 -0.01013
C: 5.02454 -0.48653 0.18195
C: 6.18867 0.40281 0.15503
C: 7.53222 -0.30825 0.47975
C: 7.66240 -1.85174 0.19020
C: 6.60569 -2.27682 -0.22524
C: 5.22571 -1.92628 -0.16844
H: 4.51038 -2.56243 -0.48289
H: 6.71729 -3.37503 -0.47181
H: 8.60628 -2.12587 0.13498
H: 8.31321 0.32826 0.81010
H: 6.05332 1.15512 0.59199
C: 2.77359 -0.63497 -0.92442
H: 3.32432 -0.93569 -1.69306
C: 1.99509 0.55057 -1.71925
H: 1.20275 0.15248 -1.94434
H: 2.59043 1.25800 -2.11763
H: 2.03112 -1.11580 -0.26986
H: 3.92898 2.03580 -0.05291
H: 3.91112 1.50315 1.65517
H: 1.73862 2.39126 1.18080
H: -0.52534 3.16408 0.56087
H: -2.87710 2.71822 1.01629
H: -2.37360 2.24914 -0.65281
H: -3.44062 -1.96879 0.76867
H: -5.66935 -2.82319 0.38123
H: -9.32079 -2.31297 -0.55886
H: -7.88134 -2.94667 -0.90499

* LUMO energy: 0.25 eV
* energy above the lowest of the compared OMol25 structures with the same formula, charge and spin: 1700.56 kJ/mol
* total charge: 0
* DFT total energy: -1149.280117 Ha
* HOMO: -0.27426 hartree
* SMILES string: COc1ccc(C(=O)CCC(=O)N2CCN(c3ccccc3)CC2)cc1

Results of the natural (NBO) charge analysis, in e, for atoms 1 through 5: number 1, C, carries -0.27; number 2, H, carries 0.20; number 3, O, carries -0.46; number 4, C, carries 0.41; number 5, C, carries -0.39

=====

(3)
The following is a DFT calculation (ωB97M-V/def2-TZVPD) of a 2-piece molecular cluster, C4H14N3 overall.

Geometry (Å):
N: 1.40645 1.18106 -1.87917
C: 0.52397 2.20194 -1.85993
N: -0.46294 2.24780 -0.98165
H: 2.10086 1.14011 -2.61786
H: 1.08634 0.24676 -1.60200
H: 0.67635 3.00832 -2.59114
H: -0.95688 3.17183 -1.02736
C: 0.63349 -2.00511 0.96693
C: -0.38145 -1.01625 0.48718
C: -1.72319 -1.16312 1.18446
N: 0.18325 0.34091 0.77186
H: 1.63815 -1.83993 0.53605
H: 0.75492 -2.04151 2.06248
H: 0.34317 -3.00119 0.61408
H: -0.49223 -1.08742 -0.59278
H: -1.68413 -1.12867 2.24939
H: -2.24699 -2.09382 0.96995
H: -2.39938 -0.36675 0.88239
H: 1.16356 0.40719 0.48939
H: -0.24173 1.14523 0.17485
H: 0.07841 0.65264 1.76289

* LUMO energy (alpha / beta): -9.28 / -13.91 eV
* energy above the lowest of the compared OMol25 structures with the same formula, charge and spin: 198.29 kJ/mol
* total charge: +2
* DFT total energy: -324.333232 Ha
* multiplicity: 2
* HOMO (alpha / beta): -0.72584 / -0.72572 hartree

Results of the natural (NBO) charge analysis, in e, for atoms 1 through 5: number 1, N, carries -0.47; number 2, C, carries 0.30; number 3, N, carries -0.35; number 4, H, carries 0.47; number 5, H, carries 0.44

=====

(4)
The following is a DFT calculation (ωB97M-V/def2-TZVPD) of one molecule with the formula C8H12N2O2S2.

Geometry (Å):
C: 0.14325 -0.04489 1.68797
C: 0.86821 0.36622 0.63497
C: -1.43243 0.15089 0.21389
C: 4.78347 -0.61203 -0.95032
C: 4.27113 -0.48536 0.34219
C: -3.71878 1.26498 0.35667
C: -3.31470 -1.28785 -0.36464
C: -2.83408 0.18604 -0.36535
N: -1.12355 -0.20923 1.43815
N: 5.65541 -1.54560 -1.05773
O: 3.28813 1.76382 -0.23742
O: -2.72927 0.44809 -1.74428
S: -0.06539 0.54708 -0.80359
S: 3.01443 0.64033 0.58915
H: 0.45080 -0.20976 2.66428
H: 4.51540 0.21850 -1.63623
H: 4.16648 -1.20150 1.10905
H: -3.51443 1.11294 1.36456
H: -3.35353 2.20417 0.07971
H: -4.77653 0.90574 0.03386
H: -3.64550 -1.51302 0.64947
H: -2.58354 -1.79995 -0.90867
H: -4.26641 -1.43708 -0.93900
H: 6.08505 -1.80332 -1.93834
H: -2.93861 1.27744 -2.05846
H: 3.05501 1.06335 1.84013

* LUMO energy (alpha / beta): -0.33 / -0.33 eV
* energy above the lowest of the compared OMol25 structures with the same formula, charge and spin: 592.01 kJ/mol
* total charge: 0
* DFT total energy: -1368.175737 Ha
* HOMO (alpha / beta): -0.29850 / -0.29854 hartree
* SMILES string: [H]/N=C/C=[S@@H](=O)c1cnc(C(C)(C)O)s1

Results of the natural (NBO) charge analysis, in e, for atoms 1 through 5: number 1, C, carries -0.10; number 2, C, carries -0.43; number 3, C, carries 0.06; number 4, C, carries 0.06; number 5, C, carries -0.66